1.
DFT (ωB97M-V/def2-TZVPD) results for C5H7NO as an isolated structure at a distorted geometry.

Each line ends with the Löwdin charge.
CARTESIAN COORDINATES (ANGSTROEM)
O (1.884, -0.599, -0.979)  -0.007
C (1.204, -0.249, 0.170)  -0.249
C (0.425, 1.019, 0.192)  -0.223
C (-1.039, 0.804, -0.040)  -0.286
C (-1.221, -0.663, -0.222)  -0.059
C (-0.366, -0.743, 1.010)  -0.134
N (-0.488, 0.729, 1.329)  0.060
H (1.593, -0.089, -1.754)  0.087
H (1.800, -0.574, 1.007)  0.129
H (0.823, 2.008, -0.019)  0.136
H (-1.690, 1.593, -0.389)  0.133
H (-0.464, -0.537, -1.800)  0.196
H (-2.127, -1.254, -0.371)  0.084
H (-0.334, -1.446, 1.866)  0.133

Computed properties:
LUMO level: 0.01158 Ha
HOMO energy: -8.7 eV
2S+1: 1

2.
DFT (ωB97M-V/def2-TZVPD) results for C5H7NO as an isolated structure at a distorted geometry.

Each line ends with the Löwdin charge.
CARTESIAN COORDINATES (ANGSTROEM)
C (2.468, -0.006, 0.683)  -0.120
N (1.348, 0.874, 0.386)  0.059
C (0.302, 0.384, -0.102)  -0.350
O (0.074, -0.908, -0.604)  0.019
C (-1.234, -0.523, -1.058)  -0.218
C (-2.065, -0.237, 0.107)  -0.049
C (-1.079, 0.833, -0.417)  -0.078
H (3.332, 0.242, 0.059)  0.075
H (2.769, 0.161, 1.725)  0.074
H (2.240, -1.071, 0.560)  0.073
H (-1.554, -0.878, -2.031)  0.149
H (-1.893, -0.682, 1.077)  0.117
H (-3.088, 0.068, -0.127)  0.118
H (-1.621, 1.744, -0.259)  0.131

Computed properties:
LUMO level: 0.03817 Ha
HOMO energy: -9.4 eV
2S+1: 1

3.
DFT (ωB97M-V/def2-TZVPD) results for C5H7NO as an isolated structure at a distorted geometry.

Each line ends with the Löwdin charge.
CARTESIAN COORDINATES (ANGSTROEM)
C (-0.462, -0.305, -1.011)  -0.356
N (0.749, -0.873, -1.339)  0.094
C (0.238, 1.184, 0.634)  -0.188
C (0.955, 2.276, 0.834)  0.023
O (-0.405, 0.990, -0.620)  -0.097
C (-0.985, -1.209, 0.581)  -0.107
C (-1.550, -2.165, 1.056)  0.043
H (-1.277, -0.475, -1.711)  0.146
H (1.494, -0.709, -0.672)  0.105
H (0.849, -1.258, -2.265)  0.099
H (-0.146, 0.134, 1.207)  0.116
H (0.976, 3.096, 0.129)  0.064
H (1.527, 2.376, 1.742)  0.051
H (-1.964, -3.063, 1.436)  0.008

Computed properties:
LUMO level: 0.03641 Ha
HOMO energy: -9.4 eV
2S+1: 1

4.
DFT (ωB97M-V/def2-TZVPD) results for one molecule with the formula C5H7NO.

Each line ends with the Löwdin charge.
CARTESIAN COORDINATES (ANGSTROEM)
C (-1.699, 0.591, -0.580)  -0.267
C (-1.506, -0.646, 0.289)  -0.109
C (1.490, 0.017, -0.285)  -0.287
C (2.541, 0.011, 0.684)  -0.051
O (2.410, -0.995, -0.359)  0.027
C (0.547, 0.621, -0.935)  -0.057
N (-0.519, 1.132, -1.286)  0.071
H (-2.078, 1.414, 0.037)  0.111
H (-2.496, -0.916, 0.659)  0.072
H (-2.450, 0.387, -1.347)  0.106
H (-0.854, -0.479, 1.153)  0.071
H (-1.101, -1.496, -0.273)  0.083
H (3.363, 0.707, 0.548)  0.115
H (2.352, -0.345, 1.695)  0.115

Computed properties:
LUMO level: 0.03407 Ha
HOMO energy: -8.5 eV
2S+1: 1

5.
DFT (ωB97M-V/def2-TZVPD) results for one molecule with the formula C5H7NO at a distorted geometry.

Each line ends with the Löwdin charge.
CARTESIAN COORDINATES (ANGSTROEM)
C (1.901, -0.462, 0.706)  -0.083
C (0.715, 0.081, -0.035)  -0.203
C (-0.030, -0.660, -0.938)  -0.138
C (-1.326, -0.206, -1.212)  -0.222
N (-1.741, 0.853, -0.541)  0.025
C (-1.015, 0.814, 1.144)  -0.110
O (-1.317, 1.659, 1.883)  0.069
H (2.831, -0.170, 0.205)  0.083
H (1.870, -1.553, 0.774)  0.078
H (1.942, -0.055, 1.721)  0.079
H (0.693, 1.165, -0.141)  0.110
H (0.234, -1.690, -1.162)  0.105
H (-2.017, -0.812, -1.803)  0.113
H (-2.742, 1.035, -0.602)  0.094

Computed properties:
LUMO level (spin up / spin down): 0.01703 / 0.01704 Ha
HOMO energy (spin up / spin down): -8.6 / -8.6 eV
2S+1: 1

6.
DFT (ωB97M-V/def2-TZVPD) results for C5H7NO as an isolated structure at a distorted geometry.

Each line ends with the Löwdin charge.
CARTESIAN COORDINATES (ANGSTROEM)
C (-1.355, -1.298, 0.110)  -0.071
C (-0.367, -0.191, 0.483)  -0.332
C (0.926, -0.153, -0.481)  -0.112
C (1.679, 1.152, -0.321)  -0.156
O (1.132, 2.290, -0.693)  -0.086
C (-0.881, 1.164, 0.347)  -0.130
N (-0.478, 2.195, -0.019)  0.147
H (-2.233, -1.276, 0.767)  0.085
H (-0.882, -2.278, 0.207)  0.081
H (-1.701, -1.177, -0.921)  0.086
H (-0.061, -0.311, 1.530)  0.142
H (1.552, -1.008, -0.202)  0.114
H (0.553, -0.309, -1.494)  0.117
H (2.117, 1.201, 0.685)  0.116

Computed properties:
LUMO level (spin up / spin down): -0.00913 / -0.00916 Ha
HOMO energy (spin up / spin down): -9.5 / -9.5 eV
2S+1: 1

7.
DFT (ωB97M-V/def2-TZVPD) results for one molecule with the formula C5H7NO.

Each line ends with the Löwdin charge.
CARTESIAN COORDINATES (ANGSTROEM)
C (0.062, 1.828, -0.560)  -0.013
C (-0.384, 0.476, -0.135)  -0.289
C (0.256, -0.724, -0.163)  -0.296
N (1.329, -1.110, -1.007)  0.083
C (-0.387, -1.543, 0.822)  -0.013
C (-1.399, -0.796, 1.327)  -0.123
O (-1.426, 0.429, 0.749)  0.023
H (0.431, 1.885, -1.588)  0.077
H (-0.748, 2.544, -0.447)  0.080
H (0.868, 2.157, 0.110)  0.089
H (2.215, -1.160, -0.517)  0.082
H (1.444, -0.465, -1.781)  0.075
H (-0.095, -2.537, 1.123)  0.106
H (-2.165, -0.986, 2.066)  0.119

Computed properties:
LUMO level: 0.03578 Ha
HOMO energy: -8.0 eV
2S+1: 1

8.
DFT (ωB97M-V/def2-TZVPD) results for one molecule with the formula C5H7NO at a distorted geometry.

Each line ends with the Löwdin charge.
CARTESIAN COORDINATES (ANGSTROEM)
C (1.535, -0.555, 1.052)  -0.054
C (0.499, -0.422, -0.063)  -0.296
C (-0.395, -1.586, -0.138)  -0.195
N (-1.118, -2.489, -0.187)  0.163
C (-0.351, 0.858, 0.081)  -0.412
O (-0.168, 1.607, 1.012)  0.104
C (-1.388, 1.118, -0.986)  -0.008
H (1.048, -0.565, 2.029)  0.092
H (2.116, -1.472, 0.928)  0.087
H (2.212, 0.303, 1.025)  0.088
H (1.000, -0.350, -1.038)  0.155
H (-1.466, 2.194, -1.159)  0.090
H (-2.362, 0.759, -0.634)  0.099
H (-1.161, 0.599, -1.922)  0.086

Computed properties:
LUMO level: 0.02447 Ha
HOMO energy: -10.3 eV
2S+1: 1